1.
7
Properties=species:S:1:pos:R:3:mulliken_charge:R:1 method="wB97M-V/def2-TZVPD" homo_ev=-16.16 total_energy_ha=-224.20862 gap_ev=9.741 e_above_lowest_kcal_mol=86.59 total_charge=+1
C 0.56 -0.18 0.18 -0.132
H 0.48 0.67 -1.37 0.273
N 1.96 0.05 0.00 0.488
O 0.04 -1.37 -0.09 -0.359
N 3.04 0.15 -0.08 -0.106
H -0.77 -1.58 0.42 0.405
H 0.18 0.56 0.86 0.432

***

2.
8
Properties=species:S:1:pos:R:3:mulliken_spin:R:1 method="wB97M-V/def2-TZVPD" homo_ev="-0.71 / -3.84" spin_multiplicity=3 s_squared=2.01 total_energy_ha=-299.71714 gap_ev="5.230 / 8.009" e_above_lowest_kcal_mol=70.58 total_charge=-1
N -1.72 -0.67 -0.52 0.088
H -0.58 0.54 0.88 0.007
C -0.81 0.13 -0.06 -0.017
O 2.11 1.16 -0.10 0.430
O 2.08 -1.00 0.22 0.550
N 1.48 0.05 0.02 0.942
H -2.18 -0.98 0.33 -0.003
H -0.38 0.77 -0.77 0.003

***

| no. | largest force on an atom (Eh/bohr) |
| --- | --- |
| 1 | 0.1087 |
| 2 | 0.0698 |